Entry 1:
{"formula": "C20H60O10", "method": "wB97M-V/def2-TZVPD", "species": ["C", "C", "O", "H", "H", "H", "H", "H", "H", "C", "C", "O", "H", "H", "H", "H", "H", "H", "C", "C", "O", "H", "H", "H", "H", "H", "H", "C", "C", "O", "H", "H", "H", "H", "H", "H", "C", "C", "O", "H", "H", "H", "H", "H", "H", "C", "C", "O", "H", "H", "H", "H", "H", "H", "C", "C", "O", "H", "H", "H", "H", "H", "H", "C", "C", "O", "H", "H", "H", "H", "H", "H", "C", "C", "O", "H", "H", "H", "H", "H", "H", "C", "C", "O", "H", "H", "H", "H", "H", "H"], "coordinates": [[-1.586, -6.154, 1.955], [-2.964, -5.819, 1.347], [-3.506, -7.019, 0.814], [-1.741, -6.874, 2.758], [-1.014, -5.270, 2.236], [-0.992, -6.653, 1.189], [-3.003, -5.200, 0.451], [-3.456, -5.417, 2.233], [-3.243, -7.718, 1.416], [0.034, -0.542, -4.221], [0.479, 0.831, -4.271], [-0.103, 1.558, -3.244], [0.241, -0.987, -3.247], [0.588, -1.155, -4.932], [-1.042, -0.688, -4.308], [0.137, 1.220, -5.230], [1.544, 0.844, -4.039], [-1.018, 1.454, -3.514], [-2.701, 2.329, 3.162], [-3.513, 1.200, 3.820], [-3.152, -0.082, 3.357], [-2.927, 3.244, 3.709], [-3.023, 2.420, 2.125], [-1.646, 2.057, 3.171], [-4.526, 1.356, 3.450], [-3.634, 1.323, 4.896], [-3.449, -0.690, 4.038], [3.965, 0.297, 1.295], [4.264, 1.663, 0.681], [5.310, 2.169, 1.479], [4.852, -0.233, 1.643], [3.361, -0.373, 0.683], [3.425, 0.447, 2.230], [3.370, 2.287, 0.712], [4.449, 1.620, -0.393], [6.110, 1.669, 1.304], [1.478, 4.059, -4.665], [0.634, 4.663, -3.626], [-0.652, 4.219, -3.829], [1.137, 4.239, -5.684], [1.645, 2.995, -4.501], [2.471, 4.509, -4.680], [0.750, 5.732, -3.804], [0.982, 4.559, -2.598], [-0.658, 3.275, -3.657], [1.021, 4.917, 2.177], [0.961, 4.073, 0.890], [0.630, 2.699, 1.232], [0.180, 4.732, 2.846], [1.041, 5.998, 2.037], [1.882, 4.736, 2.821], [1.953, 3.978, 0.448], [0.366, 4.423, 0.046], [0.825, 2.075, 0.529], [0.927, 0.535, 5.084], [1.068, -0.591, 4.044], [2.095, -1.559, 4.299], [0.609, 0.194, 6.070], [0.153, 1.221, 4.741], [1.721, 1.282, 5.120], [1.286, -0.093, 3.100], [0.142, -1.165, 4.002], [2.881, -1.028, 4.450], [2.728, -4.647, -0.670], [1.647, -4.752, -1.801], [0.953, -6.009, -1.548], [2.429, -4.718, 0.376], [3.037, -3.601, -0.656], [3.496, -5.404, -0.829], [2.057, -4.923, -2.797], [0.998, -3.893, -1.969], [0.630, -6.005, -0.644], [-0.805, -0.185, 0.825], [0.166, -0.403, -0.350], [0.806, 0.824, -0.770], [-1.546, 0.605, 0.702], [-0.326, 0.161, 1.741], [-1.420, -1.055, 1.054], [-0.227, -0.869, -1.254], [0.988, -1.032, -0.008], [0.479, 1.009, -1.654], [-4.023, -0.680, -2.463], [-3.563, 0.753, -2.684], [-3.116, 0.833, -4.001], [-4.768, -1.098, -3.140], [-4.213, -0.853, -1.404], [-3.109, -1.259, -2.599], [-2.639, 0.834, -2.112], [-4.216, 1.581, -2.409], [-3.861, 0.993, -4.585]], "homo_ev": -9.54, "energy_ev": -42183.162, "relative_energy_kcal_mol": 83.8, "gap_ev": 9.92, "smiles": "CCO.CCO.CCO.CCO.CCO.CCO.CCO.CCO.CCO.CCO", "spin_multiplicity": 1, "largest_force_ev_per_a": 3.08}

***

Entry 2:
{"formula": "C20H60O10S5", "method": "wB97M-V/def2-TZVPD", "species": ["C", "C", "O", "H", "H", "H", "H", "H", "H", "C", "C", "O", "H", "H", "H", "H", "H", "H", "C", "C", "O", "H", "H", "H", "H", "H", "H", "C", "C", "O", "H", "H", "H", "H", "H", "H", "C", "C", "O", "H", "H", "H", "H", "H", "H", "C", "S", "O", "C", "H", "H", "H", "H", "H", "H", "C", "S", "O", "C", "H", "H", "H", "H", "H", "H", "C", "S", "O", "C", "H", "H", "H", "H", "H", "H", "C", "S", "O", "C", "H", "H", "H", "H", "H", "H", "C", "S", "O", "C", "H", "H", "H", "H", "H", "H"], "coordinates": [[0.102, -0.798, 1.207], [-0.753, 0.240, 0.436], [-0.548, 0.365, -0.982], [1.047, -0.498, 1.334], [-0.091, -1.753, 0.583], [-0.329, -1.033, 2.231], [-0.670, 1.264, 0.876], [-1.900, -0.083, 0.294], [-1.008, 1.090, -1.336], [-1.811, -3.402, 2.200], [-2.799, -4.464, 2.095], [-4.065, -3.847, 1.667], [-1.688, -2.583, 1.395], [-0.906, -3.653, 2.360], [-2.097, -2.795, 2.992], [-2.898, -5.184, 2.992], [-2.572, -5.215, 1.481], [-4.745, -3.900, 2.251], [-2.293, -2.425, -2.509], [-3.648, -2.270, -1.743], [-4.448, -3.420, -2.142], [-2.150, -2.051, -3.586], [-1.853, -3.521, -2.588], [-1.515, -1.876, -2.073], [-4.346, -1.500, -2.031], [-3.380, -2.296, -0.519], [-4.882, -3.061, -2.970], [1.761, 0.424, 4.707], [2.553, 1.666, 4.794], [3.210, 1.763, 5.973], [1.058, 0.335, 5.450], [2.230, -0.475, 4.995], [1.365, 0.110, 3.801], [2.136, 2.754, 4.724], [3.335, 1.593, 3.916], [4.168, 2.170, 5.963], [1.261, -1.030, -3.483], [1.959, -0.129, -4.474], [1.335, 1.210, -4.361], [1.798, -1.943, -3.591], [0.322, -1.059, -3.708], [1.286, -0.801, -2.593], [1.960, -0.427, -5.624], [3.076, 0.148, -4.319], [1.502, 1.872, -5.131], [2.033, -4.123, 0.331], [1.376, -5.481, -0.499], [1.151, -6.527, 0.640], [-0.283, -4.629, -0.735], [3.156, -4.509, 0.690], [1.448, -3.604, 1.097], [2.000, -3.267, -0.212], [-0.076, -3.951, -1.536], [-0.498, -4.455, 0.211], [-0.780, -5.450, -0.911], [-4.564, 1.226, 0.732], [-6.131, 1.868, 1.189], [-7.131, 0.720, 0.934], [-5.793, 1.972, 2.910], [-3.990, 0.344, 1.281], [-4.020, 2.103, 0.601], [-4.693, 0.871, -0.248], [-5.192, 1.100, 3.430], [-6.622, 2.326, 3.171], [-5.052, 2.847, 3.091], [1.392, 4.347, 1.979], [2.656, 4.220, 0.708], [3.910, 3.813, 1.556], [2.081, 2.943, -0.422], [1.176, 3.306, 2.026], [0.489, 4.880, 1.580], [1.717, 4.743, 2.940], [3.010, 2.884, -0.997], [1.010, 3.440, -0.875], [1.733, 2.023, 0.137], [-2.031, 3.142, -4.496], [-2.065, 3.718, -2.748], [-1.658, 2.546, -1.871], [-0.613, 4.739, -2.759], [-1.142, 2.654, -4.936], [-2.321, 3.919, -4.959], [-2.693, 2.483, -4.646], [0.308, 3.931, -2.984], [-0.401, 5.254, -1.768], [-0.631, 5.313, -3.388], [4.663, -0.057, -0.243], [5.375, 1.234, 0.667], [6.011, 0.431, 1.775], [6.665, 1.576, -0.448], [5.472, -0.901, -0.459], [4.316, 0.168, -1.183], [3.892, -0.591, 0.508], [6.482, 2.168, -1.482], [7.455, 0.600, -0.416], [7.335, 2.182, 0.086]], "homo_ev": -8.70, "energy_ev": -96342.973, "relative_energy_kcal_mol": 97.4, "gap_ev": 8.53, "spin_multiplicity": 1, "largest_force_ev_per_a": 17.59}